Record 1
The following is a DFT calculation (the ωB97M-V functional and the def2-TZVPD basis) of a cluster of 2 separate species, C9H9N3O2 in total in a non-equilibrium geometry.

```
23
Properties=species:S:1:pos:R:3:mulliken_charge:R:1
O -1.213 0.010 -2.584 -0.68
C -1.224 0.460 -1.438 0.66
C -1.179 1.865 -1.094 -1.12
C -1.501 2.043 0.160 0.02
N -1.660 1.197 1.189 -0.04
C -1.755 -0.242 0.983 0.18
O -1.518 -1.159 1.807 -0.55
N -1.531 -0.362 -0.413 0.04
H -0.954 2.649 -1.661 0.60
H -1.292 3.059 0.530 0.31
H -1.675 1.568 2.151 0.28
H -1.564 -1.251 -0.945 0.26
C 1.577 -1.822 -0.573 -0.29
C 1.209 -1.943 0.764 -0.20
C 1.223 -0.723 1.583 -0.27
N 1.301 0.417 0.931 -0.50
C 1.762 0.535 -0.367 -0.41
C 1.929 -0.637 -1.132 -0.31
H 1.644 -2.834 -1.007 0.38
H 1.217 -2.803 1.458 0.34
H 1.217 -0.787 2.608 0.52
H 1.511 1.451 -0.793 0.50
H 2.475 -0.691 -2.156 0.27
```

Properties
**HOMO energy**: -8.911 eV
**HOMO-LUMO gap**: 9.551 eV
**Molecular weight**: 191.19 g mol⁻¹
**DFT total energy**: -663.03842 hartree
**ΔE to the lowest compared entry with this formula, charge and spin**: 3.560 eV
**SMILES**: O=c1cc[nH]c(=O)[nH]1.c1ccncc1
**Largest force on an atom**: 6.18 eV Å⁻¹

Record 2
The following is a DFT calculation (the ωB97M-V functional and the def2-TZVPD basis) of the molecule C7H12N2O4S in a non-equilibrium geometry.

```
26
Properties=species:S:1:pos:R:3:mulliken_charge:R:1
C 2.492 1.943 1.034 -0.99
C 1.556 0.779 1.622 -0.54
C 0.057 0.849 1.273 -0.08
O -0.750 -0.128 1.828 -0.37
S -0.837 -1.571 1.178 1.38
O -0.247 -2.576 2.042 -0.66
O -2.204 -1.798 0.763 -0.55
O 0.298 -1.473 0.118 -0.38
C 0.288 -0.279 -0.807 -0.17
N -0.690 -0.469 -1.850 0.03
C -0.913 -1.827 -2.459 -0.98
C -1.867 0.139 -1.431 -0.15
C -1.533 1.030 -0.420 -0.76
N -0.109 0.894 -0.168 0.06
H 2.508 1.847 -0.137 0.24
H 3.456 1.993 1.682 0.32
H 1.897 2.866 1.018 0.30
H 1.529 0.778 2.758 0.39
H 1.815 -0.149 1.166 0.34
H -0.217 1.809 1.719 0.46
H 1.303 -0.163 -1.253 0.27
H -1.768 -2.209 -1.938 0.33
H -1.150 -1.582 -3.480 0.36
H 0.019 -2.369 -2.350 0.34
H -2.795 0.082 -2.064 0.35
H -2.136 1.583 0.159 0.47
```

Properties
**HOMO energy**: -8.078 eV
**HOMO-LUMO gap**: 8.780 eV
**Molecular weight**: 220.25 g mol⁻¹
**DFT total energy**: -1082.48276 hartree
**ΔE to the lowest compared entry with this formula, charge and spin**: 2.057 eV
**SMILES**: CC[C@@H]1OS(=O)(=O)O[C@H]2N(C)C=CN12
**Largest force on an atom**: 6.15 eV Å⁻¹

Record 3
The following is a DFT calculation (the ωB97M-V functional and the def2-TZVPD basis) of a cluster of 4 separate species, H9NO3 in total in a non-equilibrium geometry.

```
13
Properties=species:S:1:pos:R:3:mulliken_spin:R:1
N 0.369 -0.429 1.578 3.03
H 0.937 0.395 1.711 -0.66
H -0.633 -0.376 1.677 -0.74
H 0.764 -1.284 1.951 -0.76
H -3.297 -0.326 -0.478 -0.13
H -2.590 0.594 0.537 -0.11
O -3.396 0.485 0.010 0.47
H 2.695 0.821 -1.522 -0.09
H 2.329 0.197 -0.178 -0.07
O 3.035 0.229 -0.865 0.24
H 0.143 -0.397 -2.177 -0.12
H -0.070 -0.096 -0.666 -0.05
O -0.286 0.187 -1.578 -0.01
```

Properties
**HOMO energy (spin up / spin down)**: 0.678 / -5.928 eV
**HOMO-LUMO gap (spin up / spin down)**: 3.682 / 9.857 eV
**Charge**: -1
**Molecular weight**: 71.08 g mol⁻¹
**DFT total energy**: -285.82981 hartree
**ΔE to the lowest compared entry with this formula, charge and spin**: 0.624 eV
**Expectation value of S²**: 0.75
**Largest force on an atom**: 1.50 eV Å⁻¹
**Multiplicity**: 2

Record 4
The following is a DFT calculation (the ωB97M-V functional and the def2-TZVPD basis) of a structure of composition C32H89N8O9Zn in a non-equilibrium geometry.

```
139
Properties=species:S:1:pos:R:3:mulliken_charge:R:1
Zn 2.283 0.411 -0.044 2.60
O 0.621 0.181 -1.126 4.34
H 0.420 -0.779 -1.169 -2.29
C -3.929 2.537 -1.628 -1.53
C -2.620 1.732 -1.812 0.63
C -1.610 2.429 -2.655 1.79
O -2.154 3.263 -3.676 -0.51
C -2.382 2.670 -4.954 -0.76
N -2.038 1.457 -0.481 0.15
H -4.579 1.974 -0.945 0.40
H -4.357 2.658 -2.642 0.37
H -3.685 3.497 -1.172 0.21
H -2.960 0.814 -2.298 0.19
H -0.925 1.740 -3.124 -0.82
H -1.045 3.043 -1.899 -0.71
H -1.505 2.248 -5.424 0.23
H -2.741 3.385 -5.646 0.41
H -3.151 1.862 -4.909 0.28
H -2.660 0.905 0.125 -0.18
H -1.100 1.084 -0.577 -0.82
C 2.208 4.118 -2.280 -1.37
C 2.225 2.613 -1.810 1.88
C 3.339 1.961 -2.500 -1.83
O 3.534 0.558 -1.989 0.07
C 4.335 -0.250 -2.850 -1.13
N 2.286 2.521 -0.351 -0.06
H 3.010 4.675 -1.779 0.37
H 1.274 4.558 -2.001 0.16
H 2.283 4.219 -3.388 0.43
H 1.312 2.150 -2.103 -1.01
H 4.276 2.516 -2.260 0.62
H 3.146 1.952 -3.573 0.54
H 3.739 -0.630 -3.718 0.25
H 4.567 -1.104 -2.258 0.25
H 5.185 0.289 -3.188 0.38
H 3.157 2.965 -0.076 0.36
H 1.486 3.068 0.060 -0.29
C -1.974 5.514 1.160 -1.41
C -0.526 5.254 0.575 0.47
C 0.453 6.114 1.141 -0.94
O 0.353 6.003 2.566 -0.34
C 1.389 6.470 3.382 -0.74
N -0.116 3.840 0.934 -0.40
H -1.975 5.183 2.189 0.35
H -2.724 4.877 0.693 0.25
H -2.286 6.549 1.116 0.42
H -0.490 5.385 -0.509 0.29
H 0.255 7.164 0.790 0.48
H 1.417 5.803 0.691 0.31
H 1.118 6.336 4.434 0.25
H 1.710 7.493 3.089 0.29
H 2.291 5.852 3.222 0.25
H 0.015 3.874 1.950 0.34
H -0.879 3.197 0.672 -0.12
C -1.995 -5.521 2.138 -1.53
C -3.224 -4.889 1.472 1.02
C -2.947 -3.836 0.434 -0.24
O -2.211 -2.753 0.927 0.09
C -2.106 -1.684 0.090 0.57
N -4.064 -5.934 0.850 -0.67
H -1.297 -6.034 1.412 0.24
H -2.423 -6.279 2.803 0.46
H -1.468 -4.829 2.771 0.23
H -3.858 -4.500 2.235 -0.20
H -3.894 -3.466 0.114 0.36
H -2.357 -4.302 -0.388 -0.26
H -1.714 -1.925 -0.914 0.12
H -1.353 -1.019 0.472 -1.65
H -3.067 -1.135 0.011 0.62
H -5.015 -5.602 0.751 0.28
H -3.755 -6.294 -0.045 0.24
C 6.187 1.699 0.583 -1.58
C 5.485 0.427 0.784 1.58
C 6.295 -0.680 1.410 -1.07
O 5.401 -1.741 1.768 -0.30
C 5.918 -2.932 2.309 -0.80
N 4.181 0.658 1.382 -0.38
H 5.547 2.375 -0.017 0.23
H 7.108 1.572 -0.028 0.37
H 6.470 2.135 1.563 0.44
H 5.197 0.049 -0.201 -0.85
H 6.769 -0.382 2.304 0.45
H 7.040 -0.988 0.683 0.47
H 6.707 -3.302 1.680 0.36
H 5.127 -3.708 2.238 0.18
H 6.265 -2.839 3.332 0.30
H 4.094 1.474 1.996 0.32
H 3.918 -0.032 2.079 0.23
C -0.712 -1.162 -5.268 -1.89
C 0.012 -0.933 -3.959 2.24
C 0.445 -2.222 -3.334 -0.15
O -0.714 -3.034 -3.064 -0.45
C -0.382 -4.298 -2.546 -0.63
N 1.189 -0.062 -4.230 -0.61
H -1.367 -0.309 -5.521 0.31
H -1.286 -2.047 -5.223 0.40
H 0.053 -1.290 -6.040 0.40
H -0.658 -0.454 -3.250 -1.07
H 0.957 -2.006 -2.367 -1.03
H 1.170 -2.718 -4.010 0.89
H -1.153 -5.057 -2.511 0.32
H -0.009 -4.199 -1.514 0.01
H 0.400 -4.749 -3.159 0.36
H 0.819 0.826 -4.631 0.40
H 1.509 0.211 -3.282 -0.43
C -6.290 -3.129 2.259 -1.39
C -5.520 -2.256 3.290 0.75
C -5.147 -0.833 2.797 -0.22
O -4.419 -0.089 3.741 -0.47
C -3.041 -0.071 3.484 -0.29
N -6.403 -2.317 4.427 -0.72
H -6.485 -4.097 2.728 0.41
H -5.676 -3.239 1.355 0.20
H -7.184 -2.564 2.035 0.46
H -4.579 -2.744 3.440 0.02
H -6.089 -0.291 2.695 0.37
H -4.649 -0.859 1.818 -0.09
H -2.839 0.399 2.524 0.07
H -2.586 -1.090 3.532 0.18
H -2.621 0.505 4.274 0.41
H -6.193 -1.764 5.234 0.24
H -6.551 -3.256 4.755 0.21
C 1.796 -3.899 1.015 -1.64
C 1.576 -2.403 0.828 1.56
C 1.456 -1.669 2.155 -1.40
O 1.664 -0.252 2.022 -0.62
C 0.510 0.516 2.370 -0.08
N 2.717 -1.812 0.106 -0.60
H 0.925 -4.554 1.065 0.05
H 2.466 -4.068 1.853 0.43
H 2.292 -4.264 0.134 0.55
H 0.718 -2.215 0.216 -0.58
H 2.195 -2.048 2.864 0.37
H 0.504 -1.902 2.631 0.51
H 0.342 0.611 3.458 0.43
H -0.398 0.033 1.922 -0.34
H 0.652 1.518 2.018 -0.07
H 2.754 -2.355 -0.751 0.45
H 3.594 -2.018 0.639 -0.20
```

Properties
**HOMO energy**: -10.510 eV
**HOMO-LUMO gap**: 8.443 eV
**Charge**: +1
**Molecular weight**: 795.50 g mol⁻¹
**DFT total energy**: -4166.85629 hartree
**Largest force on an atom**: 4.17 eV Å⁻¹

Record 5
The following is a DFT calculation (the ωB97M-V functional and the def2-TZVPD basis) of a structure of composition C24H34N2O7P2PtS2 in a non-equilibrium geometry.

```
72
Properties=species:S:1:pos:R:3:mulliken_charge:R:1
Pt -1.946 -0.703 0.352 0.06
N -1.398 -0.678 2.285 -0.48
C -1.277 -2.113 2.664 -0.31
C -2.545 -2.809 2.167 0.73
O -3.131 -3.641 2.860 -0.79
N -2.887 -2.335 0.966 -0.20
C -4.263 -2.431 0.516 -0.78
C -5.192 -1.314 1.095 0.63
O -6.387 -1.424 0.741 -0.83
O -4.663 -0.421 1.798 -0.68
H -0.513 -0.189 2.390 0.31
H -2.148 -0.215 2.793 0.43
H -1.160 -2.250 3.739 0.35
H -0.401 -2.494 2.139 0.11
H -4.685 -3.396 0.796 0.45
H -4.274 -2.355 -0.572 0.15
S 4.441 -0.901 -1.344 -0.63
P 3.588 -0.992 0.443 1.01
S 1.611 -1.012 0.613 -0.56
C 4.227 0.434 1.419 0.09
C 5.333 0.350 2.257 -0.13
C 5.799 1.475 2.928 -0.65
C 5.167 2.698 2.762 -0.32
C 4.062 2.789 1.923 -0.64
C 3.594 1.666 1.261 -0.43
C 4.283 -2.408 1.394 -0.38
C 3.722 -2.746 2.624 -0.09
C 4.238 -3.795 3.369 -0.69
C 5.316 -4.528 2.886 -0.32
C 5.871 -4.204 1.657 -0.56
C 5.358 -3.145 0.916 -0.20
H 5.839 -0.598 2.390 0.33
H 6.659 1.392 3.583 0.35
H 5.529 3.576 3.285 0.34
H 3.558 3.739 1.791 0.36
H 2.718 1.724 0.626 0.41
H 2.863 -2.188 2.977 0.32
H 3.790 -4.051 4.322 0.37
H 5.712 -5.356 3.462 0.34
H 6.705 -4.778 1.270 0.37
H 5.776 -2.878 -0.048 0.28
C -5.839 2.035 -1.593 -1.71
C -4.350 2.290 -1.408 1.85
C -4.049 2.549 0.064 -1.31
C -3.855 3.419 -2.302 -1.74
O -3.743 1.043 -1.816 -0.46
P -2.230 0.599 -1.849 2.28
O -1.388 1.147 -0.707 -0.81
O -2.259 -0.911 -1.759 -1.03
O -1.704 1.217 -3.214 -0.43
C -0.308 1.108 -3.644 1.80
C 0.392 2.369 -3.155 -1.58
C -0.386 1.069 -5.163 -1.89
C 0.389 -0.135 -3.107 -1.49
H -6.412 2.908 -1.271 0.40
H -6.137 1.171 -0.995 0.36
H -6.062 1.833 -2.643 0.38
H -4.585 3.446 0.385 0.47
H -2.981 2.694 0.220 0.26
H -4.379 1.692 0.659 0.25
H -4.420 4.328 -2.082 0.49
H -3.992 3.161 -3.353 0.31
H -2.796 3.615 -2.130 0.28
H -0.105 3.257 -3.554 0.32
H 1.436 2.369 -3.474 0.47
H 0.357 2.399 -2.066 0.25
H -0.919 1.944 -5.539 0.36
H -0.916 0.172 -5.485 0.42
H 0.619 1.054 -5.587 0.40
H 0.446 -0.139 -2.019 0.14
H 1.412 -0.158 -3.486 0.54
H -0.127 -1.041 -3.423 0.30
```

Properties
**HOMO energy**: -2.215 eV
**HOMO-LUMO gap**: 6.445 eV
**Charge**: -2
**Molecular weight**: 783.70 g mol⁻¹
**DFT total energy**: -3169.85931 hartree
**ΔE to the lowest compared entry with this formula, charge and spin**: 0.827 eV
**Largest force on an atom**: 1.26 eV Å⁻¹

- The highest molecular weight belongs to which entry?
  C32H89N8O9Zn

- Which of these has the highest DFT total energy?
  H9NO3